182
Properties=species:S:1:pos:R:3:forces:R:3:mulliken_charge:R:1 method="wB97M-V/def2-TZVPD" de_lowest_kj_mol=494.45 multiplicity=1 gap_ev=10.051
C 3.825474 1.768187 4.641207 0.522 -0.782 0.141 -1.69
C 3.846616 1.544175 3.137682 -0.847 1.838 1.287 1.07
C 5.183722 1.409972 2.532940 1.325 0.876 -0.731 -0.65
O 5.066208 0.252456 1.743149 2.940 -0.599 -1.396 -0.39
C 3.972454 -0.393925 1.950242 -2.176 -0.958 0.851 0.01
O 3.644100 -1.477439 1.533967 0.424 0.818 0.044 -0.05
O 3.207473 0.356763 2.761547 -1.679 -1.044 0.277 0.14
H 4.431605 2.627702 4.927464 -0.453 0.418 -0.248 0.42
H 4.361706 0.954052 5.128804 -0.092 -0.410 -0.014 0.38
H 2.820984 1.792796 5.063688 0.110 0.306 -0.152 0.29
H 3.378131 2.408611 2.667177 -0.625 -0.170 -0.067 -0.16
H 6.012010 1.342170 3.238241 0.007 -0.304 -0.024 0.30
H 5.370925 2.221061 1.829243 0.286 0.113 0.205 0.33
C 3.496399 -4.747608 -1.425295 -1.089 0.597 0.156 -1.58
C 2.135745 -4.055515 -1.736120 2.973 -0.484 -2.221 1.74
C 1.315780 -4.825127 -2.736550 -0.796 -0.363 0.115 -0.05
O 0.281815 -5.344399 -1.867894 -0.508 -1.137 -2.019 -0.36
C 0.263034 -4.736494 -0.713247 -1.493 -0.629 0.375 0.25
O -0.627939 -4.870643 0.087890 1.218 0.524 0.026 -0.58
O 1.359258 -3.990436 -0.619421 -0.515 1.117 3.028 0.39
H 3.922166 -4.117312 -0.644558 0.539 -0.369 0.029 0.10
H 4.143544 -4.850230 -2.296373 -0.053 0.467 -0.036 0.39
H 3.320479 -5.768348 -1.085830 -0.086 0.030 0.325 0.49
H 2.316630 -3.049585 -2.114918 0.104 0.093 0.234 -1.00
H 1.830918 -5.663999 -3.204554 -0.031 0.081 0.105 0.36
H 0.867882 -4.185771 -3.497288 -0.196 -0.121 0.076 0.00
C -3.767288 -1.942906 0.197179 -0.014 0.238 -1.194 -0.86
C -3.975492 -2.424826 -1.246783 0.292 -0.003 1.810 0.05
C -4.328790 -1.398239 -2.298520 -0.817 0.237 1.218 0.08
O -3.402366 -1.631176 -3.320862 0.163 0.065 -1.598 -0.25
C -2.436558 -2.474162 -2.951274 1.118 -0.817 0.551 0.28
O -1.454834 -2.769741 -3.614920 -1.978 0.542 1.458 -0.43
O -2.721390 -2.923399 -1.675198 1.213 -0.376 -1.791 -0.13
H -3.423825 -2.762856 0.827895 -0.305 0.026 0.023 0.41
H -4.680691 -1.467854 0.555112 0.159 -0.070 0.319 0.46
H -2.963142 -1.209658 0.135480 -0.097 0.235 0.320 -0.15
H -4.731745 -3.209793 -1.244876 0.238 -0.355 -0.193 0.33
H -4.250910 -0.354062 -1.995669 0.149 0.005 0.236 -0.24
H -5.374750 -1.620026 -2.510404 0.142 0.335 -1.094 0.46
C 6.281961 -1.603221 -0.643789 0.637 1.173 0.644 -1.22
C 6.044466 -0.170102 -1.171302 -0.307 -1.473 -0.667 0.76
C 6.787405 0.266815 -2.464066 -0.362 -0.142 1.226 -0.51
O 5.723758 0.477629 -3.405060 1.096 0.742 -0.954 -0.40
C 4.537067 0.353470 -2.840477 -0.001 -1.552 1.272 0.17
O 3.454848 0.477282 -3.306941 -0.297 0.744 -0.771 -0.39
O 4.696902 -0.142157 -1.596930 -1.193 0.557 0.594 0.21
H 7.331180 -1.622412 -0.349040 0.136 -0.442 0.032 0.46
H 6.048796 -2.433766 -1.310071 0.089 0.436 -0.446 0.39
H 5.689081 -1.748616 0.259233 0.008 0.061 -0.069 -0.02
H 6.149410 0.598590 -0.405667 0.228 -0.352 0.183 -0.15
H 7.497478 -0.482832 -2.813242 -0.183 0.177 -0.280 0.34
H 7.275276 1.201638 -2.188033 0.181 0.074 -0.805 0.33
C -4.377675 3.334520 0.532173 -2.204 0.606 0.092 -1.68
C -4.947882 3.800587 -0.847020 1.712 -1.275 0.307 1.64
C -5.630582 2.645124 -1.660549 1.000 0.581 1.596 0.68
O -6.987021 3.011877 -1.615894 -0.795 1.165 -1.198 -0.42
C -7.074359 4.357326 -1.344532 -5.877 1.214 1.415 0.50
O -8.164735 5.013240 -1.415097 4.666 -2.704 -0.506 -0.65
O -6.028132 4.769440 -0.677306 1.839 -0.044 -0.553 -0.43
H -4.015870 4.164556 1.138999 0.379 0.095 -0.407 0.27
H -3.724743 2.463907 0.593908 0.168 0.287 -0.708 0.21
H -5.296736 3.049170 1.044046 -0.101 -0.347 0.455 0.52
H -4.116313 4.195728 -1.430498 -0.433 0.578 0.052 -0.39
H -5.507548 1.726518 -1.086867 -0.038 -0.207 -0.355 0.12
H -5.231161 2.591800 -2.673317 -0.255 -0.213 0.124 -0.41
C -0.726549 2.891898 -4.098530 0.165 -1.366 0.068 -1.85
C -1.175933 1.416555 -4.408557 0.891 2.838 1.116 2.63
C -2.651142 1.389589 -4.568500 -1.418 -0.037 -0.456 0.47
O -2.843259 0.626849 -5.801206 -0.905 -0.367 1.312 -0.40
C -1.668484 0.522597 -6.402357 -0.345 0.064 -2.353 0.62
O -1.494676 0.137896 -7.531416 -0.262 -0.261 0.799 -0.64
O -0.712217 1.044280 -5.673879 1.853 -0.093 0.083 -0.49
H -0.992164 3.098823 -3.061835 0.037 0.113 0.081 0.28
H -1.196612 3.644311 -4.731784 0.013 -0.216 -0.127 0.40
H 0.356690 2.905276 -4.218974 0.058 0.283 0.076 0.36
H -0.719529 0.793865 -3.639106 -0.394 -0.383 -0.130 -1.07
H -3.087988 2.363910 -4.787504 0.312 0.187 0.051 0.09
H -3.190222 1.040953 -3.687618 -0.010 -0.734 -0.359 -0.48
C 0.916306 -5.932890 3.167352 0.789 -0.533 -0.041 -1.22
C 2.394592 -5.782017 2.741657 -1.795 0.930 -0.576 0.91
C 2.961453 -4.385462 2.979539 0.267 -0.400 -0.806 0.80
O 3.781609 -4.552219 4.164160 -0.978 0.457 -0.176 -0.29
C 3.955985 -5.871942 4.355000 2.950 -0.822 1.605 0.44
O 4.749851 -6.347111 5.160601 -2.076 1.116 -1.465 -0.61
O 3.291454 -6.577262 3.452797 -0.066 -1.501 0.440 -0.40
H 0.291026 -5.317690 2.520306 0.050 0.234 0.119 0.16
H 0.778625 -5.710317 4.225469 -0.076 0.198 0.008 0.27
H 0.592052 -6.959264 2.995500 0.058 -0.075 0.089 0.43
H 2.425211 -6.051987 1.686067 0.347 -0.027 0.010 0.04
H 2.163647 -3.645592 3.044346 0.370 0.165 0.559 -0.29
H 3.617499 -4.143872 2.143274 0.081 0.398 0.183 -0.24
C 0.157923 -1.444180 1.646717 0.349 -0.208 -0.031 -0.68
C 0.513223 -0.430186 0.563322 1.723 -1.403 -0.013 1.68
C 0.601535 -0.959196 -0.882994 -0.973 0.020 0.910 1.41
O -0.542922 -0.333336 -1.473807 -1.256 1.221 -0.928 -0.02
C -1.107294 0.627033 -0.656867 -0.261 0.240 -0.536 -0.46
O -2.006547 1.424859 -0.913499 2.233 -2.368 0.207 -0.08
O -0.467567 0.529080 0.511765 -2.086 2.337 0.500 0.36
H -0.822422 -1.882951 1.460943 -0.198 0.205 -0.074 0.11
H 0.184815 -0.990603 2.637495 -0.138 0.195 -0.025 0.63
H 0.838001 -2.295024 1.687257 0.291 0.167 -0.291 -0.29
H 1.449383 0.109421 0.706614 0.057 -0.270 0.771 -1.50
H 0.428472 -2.034813 -0.917651 0.285 0.267 -0.236 -0.53
H 1.529011 -0.614295 -1.340086 -0.170 -0.214 -0.396 -0.79
C 1.449663 -1.482733 -4.619819 -1.657 -0.479 -0.233 -0.40
C 1.292478 -2.454588 -5.800248 1.584 0.871 0.895 0.64
C 1.014615 -1.803726 -7.133159 -1.655 -0.542 1.223 -0.39
O 1.906069 -2.518444 -7.969393 -1.799 1.434 -1.942 -0.37
C 2.881659 -3.083112 -7.277639 1.374 0.140 -3.062 0.52
O 3.836581 -3.528508 -7.867118 -0.301 -0.260 1.393 -0.64
O 2.621431 -2.964154 -6.029266 1.057 -1.036 2.944 -0.36
H 1.972781 -1.913377 -3.765998 0.202 0.002 -0.293 -0.48
H 0.432720 -1.290546 -4.277760 -0.123 0.164 0.222 -0.31
H 1.865054 -0.516665 -4.906627 0.310 -0.353 -0.102 0.76
H 0.668721 -3.338759 -5.668842 -0.225 0.234 0.494 0.44
H 1.041238 -0.715971 -7.068491 1.006 0.038 -0.631 0.28
H -0.043625 -2.000229 -7.305271 0.150 -0.206 -0.980 0.33
C -6.240817 6.617204 -6.212939 -0.325 -0.658 0.367 -1.44
C -6.274830 5.808692 -4.899008 -2.114 0.331 -1.148 0.31
C -5.983955 4.308449 -4.974994 -0.753 -0.086 -1.379 -0.66
O -4.821069 4.144609 -4.216222 0.839 -0.482 0.278 0.21
C -4.417866 5.319914 -3.744459 2.205 1.789 2.535 0.49
O -3.418993 5.503253 -3.053063 -2.209 -0.667 -2.013 -0.58
O -5.314379 6.293721 -4.029313 1.680 -0.131 0.858 -0.37
H -7.159737 6.502147 -6.787788 0.054 -0.626 -0.110 0.38
H -5.377997 6.253701 -6.771067 -0.012 0.446 -0.318 0.33
H -6.240011 7.695995 -6.057026 0.583 -0.107 0.398 0.34
H -7.254492 5.884632 -4.427201 -0.016 0.474 0.117 0.39
H -5.769540 3.967988 -5.988024 -0.075 0.009 -0.101 0.39
H -6.809614 3.717078 -4.579201 0.171 -0.069 0.202 0.31
C 3.022277 -4.141425 7.552591 0.278 2.077 0.262 -1.25
C 3.052754 -2.529989 7.741965 1.128 -2.361 -2.552 0.31
C 3.217171 -1.677865 6.414353 -1.246 -0.652 1.335 0.11
O 2.138065 -0.710927 6.553882 -0.951 0.181 1.631 -0.11
C 1.355879 -0.970084 7.743928 -1.274 2.494 -0.354 0.50
O 0.432379 -0.247399 8.204735 4.066 -3.279 -2.453 -0.59
O 1.794906 -2.127645 8.242516 -0.333 0.415 1.186 -0.37
H 2.243305 -4.387024 6.830794 -0.213 -0.198 0.398 0.21
H 2.924866 -4.563073 8.552993 -0.686 -0.094 -0.142 0.41
H 3.948295 -4.590121 7.193045 0.224 0.565 -0.291 0.38
H 3.936129 -2.324900 8.346695 -0.643 0.416 0.796 0.26
H 3.063962 -2.259665 5.505431 -0.109 0.004 0.044 -0.12
H 4.202413 -1.212550 6.384880 -0.271 0.325 0.001 0.29
C -2.966248 3.319152 4.297190 0.642 1.232 0.192 -1.47
C -1.459814 3.073074 4.025857 -2.512 -2.848 -1.661 0.85
C -1.101432 3.397647 2.527770 -0.783 -0.437 1.836 0.66
O 0.177441 4.026140 2.701501 -0.926 -0.659 -0.684 -0.21
C 0.445664 4.109027 4.008846 3.424 2.725 -0.284 0.41
O 1.521748 4.589292 4.339238 -1.616 -1.160 0.313 -0.67
O -0.550437 3.770283 4.793269 0.396 0.996 0.958 -0.41
H -3.125717 4.378548 4.096344 -0.131 0.267 0.092 0.52
H -3.319184 3.149488 5.314424 0.417 -0.235 0.063 0.34
H -3.661322 2.813390 3.626992 0.556 -0.463 -0.178 0.17
H -1.237868 2.025761 4.230728 -0.166 -0.231 -0.120 0.08
H -1.920572 4.033122 2.191197 0.733 0.529 -0.641 -0.09
H -1.036117 2.495389 1.919687 0.151 0.244 -0.024 -0.32
C -1.890762 -3.517270 4.731122 -0.088 0.374 -0.114 -1.20
C -2.800434 -2.309718 4.880481 -0.570 -1.197 1.072 0.48
C -2.211500 -1.118060 5.559002 1.417 0.817 0.607 -0.28
O -2.606032 0.004135 4.751001 -0.013 -0.370 -0.248 -0.23
C -3.171889 -0.471670 3.639209 -2.588 0.664 -2.165 0.80
O -3.723400 0.186058 2.761978 1.828 -1.074 1.880 -0.59
O -3.239160 -1.839389 3.640423 0.306 1.339 -0.936 -0.33
H -1.441728 -3.755820 5.695261 -0.114 -0.204 0.021 0.46
H -1.084205 -3.287417 4.034898 0.085 0.151 -0.028 0.05
H -2.430986 -4.368310 4.316401 -0.011 -0.015 0.225 0.44
H -3.696094 -2.528738 5.461797 -0.174 -0.660 -0.112 0.24
H -1.122857 -1.164961 5.586314 0.155 0.180 -0.079 -0.06
H -2.548283 -0.962842 6.583987 -0.124 0.022 -0.170 0.33
C 2.177328 2.882291 -0.595590 -0.237 -0.007 0.283 -0.32
C 1.658438 4.316860 -0.406663 -0.236 -0.996 -1.033 0.03
C 1.709646 5.172321 -1.702043 0.438 -0.260 1.797 -0.52
O 0.518538 5.938403 -1.634352 -1.496 -0.252 0.518 -0.37
C -0.338230 5.329702 -0.734142 -2.148 2.353 2.089 0.28
O -1.390954 5.757911 -0.247970 2.650 -0.821 -2.527 -0.58
O 0.235769 4.263003 -0.212771 0.570 -1.371 0.335 0.42
H 3.236903 2.761339 -0.820886 0.086 0.569 -0.234 0.50
H 1.613429 2.404341 -1.396638 0.001 -0.005 -0.109 -0.11
H 2.045625 2.275811 0.300479 -0.327 0.168 0.227 -0.37
H 2.078500 4.803679 0.473483 0.116 0.123 -0.082 0.47
H 1.700196 4.516975 -2.572983 0.328 0.359 -0.185 0.26
H 2.544464 5.853633 -1.537736 0.105 -0.035 -1.036 0.36